[1]
The following is a quantum chemistry calculation of a 4-piece molecular cluster, C8H23N2O6 overall in a non-equilibrium geometry, from the OMol25 dataset.

Output
HOMO level   -4.59 eV
Orbital gap   7.66 eV
LUMO energy   0.1132 Eh
E_tot   -23930.24504 eV
Net charge   -1

Last column: natural (NBO) charge in e.
Geometry (Å):
N 1.66915 1.17863 -2.19403  0.734
O 2.65127 1.49055 -2.78145  -0.522
O 0.89218 0.30768 -2.58670  -0.622
O 1.42511 1.67340 -1.13443  -0.554
C -2.19338 2.39020 2.20450  -0.641
C -0.69411 2.47443 2.42439  -0.064
C -0.17136 1.13742 2.95917  -0.069
O 1.17898 1.17812 3.09568  -0.510
C 1.61627 0.13535 3.87568  -0.247
N -0.08696 2.81591 1.21359  -0.789
H -2.60274 3.36004 1.92178  0.198
H -2.62244 1.98151 3.11938  0.188
H -2.38035 1.81245 1.29933  0.232
H -0.39280 3.35121 2.99760  0.174
H -0.46935 0.48899 2.13525  0.173
H -0.69836 0.88165 3.87838  0.147
H 1.34996 0.29715 4.92019  0.153
H 2.68649 0.22029 3.68719  0.192
H 1.34871 -0.86027 3.52176  0.161
H -0.61922 3.61816 0.90830  0.328
H -0.38716 2.15219 0.51398  0.367
C 1.64990 -4.39900 -1.30956  -0.617
C 1.83585 -3.30210 -2.28724  -0.072
O 3.20895 -3.38006 -2.67895  -0.727
H 1.56484 -5.35015 -1.83508  0.194
H 0.75845 -4.16058 -0.72941  0.199
H 2.52147 -4.39849 -0.65499  0.197
H 1.58199 -2.40004 -1.73051  0.188
H 1.19408 -3.46481 -3.15313  0.172
H 3.67974 -2.88453 -2.00485  0.464
C -2.66360 0.46618 -2.91336  -0.639
C -2.12904 -0.26000 -1.69662  -0.055
O -1.36376 0.56925 -0.84551  -0.781
H -3.59126 0.05304 -3.30942  0.184
H -1.94644 0.44719 -3.73399  0.214
H -2.75178 1.54649 -2.79823  0.213
H -1.58052 -1.12297 -2.07412  0.170
H -3.04844 -0.57823 -1.20516  0.145
H -0.42031 0.53364 -1.01938  0.522

Forces on atoms 1 to 3 (eV/Å):
-0.880 -1.181 0.394
3.246 0.779 -2.873
-1.363 -2.067 -1.712


[2]
The following is a quantum chemistry calculation of C27H24ClIN6OPd as an isolated structure, from the OMol25 dataset.

Output
2S+1   5
<S²>   6.09
Energy relative to the best compared isomer or geometry (same formula, charge and spin)   0.0 kcal per mole
HOMO level (spin up / spin down)   -11.94 / -14.42 eV
Orbital gap (spin up / spin down)   6.01 / 6.34 eV
LUMO energy (spin up / spin down)   -0.2176 / -0.2968 Eh
E_tot   -63463.37836 eV
Net charge   +2

Last column: natural (NBO) charge in e.
Geometry (Å):
Pd -0.24139 -0.22839 0.34884  1.095
N 0.90156 4.20940 -0.38682  -0.503
C 0.64916 3.06553 0.24767  0.344
N 0.48371 1.92415 -0.35783  -0.549
C 0.56291 1.88595 -1.73100  0.347
N 0.37964 0.72422 -2.38673  -0.181
N 0.10020 -0.29186 -1.65391  -0.274
C -0.11939 -1.51938 -2.31015  0.044
C -0.40374 -2.61722 -1.51371  0.063
C -0.59803 -3.91571 -2.04983  -0.158
C -0.84535 -4.96498 -1.20121  -0.159
C -0.90239 -4.73129 0.17462  -0.214
C -0.72711 -3.43361 0.64160  0.075
N -0.49446 -2.40445 -0.15590  -0.479
C 0.84195 3.07251 -2.48557  -0.131
C 0.94471 3.09976 -3.88612  -0.141
C 1.20586 4.28529 -4.52750  -0.181
C 1.36938 5.47078 -3.79647  -0.123
C 1.27383 5.47198 -2.42234  -0.256
C 1.01067 4.27148 -1.77242  0.249
H 1.01287 5.05803 0.15089  0.441
H 0.57858 3.10865 1.32772  0.221
H -0.06326 -1.54567 -3.38883  0.233
H -0.54108 -4.05698 -3.12054  0.242
H -0.99328 -5.96195 -1.59277  0.249
H -1.09052 -5.53242 0.87430  0.247
H -0.79175 -3.21531 1.70167  0.211
H 0.81507 2.18085 -4.43880  0.250
H 1.28589 4.30931 -5.60521  0.247
H 1.57238 6.39660 -4.31692  0.247
H 1.39934 6.38608 -1.85584  0.239
Cl 3.76680 -1.44876 6.00555  0.144
C 2.50606 -1.03357 4.94604  0.034
C 1.28803 -0.63815 5.47372  -0.259
C 0.22705 -0.29653 4.65251  -0.207
I -1.58011 0.27777 5.44085  0.340
C 0.36454 -0.34751 3.22255  0.469
O -0.58471 -0.06231 2.45338  -0.605
C 1.66418 -0.75659 2.68065  0.072
N 1.76649 -0.78251 1.33970  -0.470
C 2.91088 -1.15771 0.79499  0.090
C 4.02326 -1.52212 1.55730  -0.219
C 3.93301 -1.49394 2.92729  -0.119
C 2.72436 -1.10228 3.52510  -0.046
H 1.17185 -0.60305 6.54835  0.269
H 2.95142 -1.17176 -0.28758  0.219
H 4.93729 -1.82129 1.06468  0.255
H 4.77592 -1.77176 3.54486  0.257
C -4.27480 0.14587 -1.27511  -0.596
C -3.13367 -0.61099 -0.58162  -0.282
C -3.67592 -1.45900 0.56507  -0.605
C -2.12895 0.40552 -0.09437  -0.344
H -5.03753 -0.55595 -1.61219  0.233
H -3.91726 0.70241 -2.14234  0.211
H -4.74918 0.84801 -0.58643  0.213
H -2.66836 -1.25864 -1.33114  0.206
H -4.23024 -0.83037 1.26561  0.216
H -2.88067 -1.95549 1.12072  0.196
H -4.35871 -2.22382 0.19515  0.229
H -2.39647 0.81107 0.88573  0.211
H -1.97053 1.21210 -0.80990  0.191

Forces on atoms 1 to 3 (eV/Å):
0.084 0.023 0.041
-0.001 -0.013 0.021
0.008 0.039 -0.013


[3]
The following is a quantum chemistry calculation of C30H87B4BaF16N13O20Zr as an isolated structure in a non-equilibrium geometry, from the OMol25 dataset.

Output
HOMO level   -7.31 eV
Orbital gap   4.22 eV
LUMO energy   -0.1135 Eh
E_tot   -141030.35311 eV

Last column: Mulliken charge in e.
Geometry (Å):
Ba 3.14479 2.39357 -5.84108  1.886
Zr 2.53017 -2.86454 -0.24909  -0.141
B 4.97011 -5.42487 -3.10512  -0.098
F 4.54208 -5.42410 -4.37659  -0.392
F 4.64897 -6.56403 -2.45131  -0.425
F 6.33383 -5.34998 -3.02705  -0.382
F 4.37403 -4.45985 -2.37748  0.012
B -0.62715 -5.65372 1.51647  -0.003
F -1.64831 -6.06838 0.66740  -0.372
F -0.73913 -6.37590 2.66474  -0.329
F 0.59034 -6.01409 0.97850  -0.485
F -0.58093 -4.30584 1.73661  -0.051
B 5.71080 2.89653 2.98250  0.134
F 5.66784 2.95341 1.60636  -0.245
F 6.15724 1.55403 3.25245  -0.420
F 6.59211 3.87277 3.49539  -0.347
F 4.40183 3.03281 3.38771  -0.247
B 1.01288 0.19323 -0.79916  -2.565
F 0.02927 0.53895 0.08672  -0.287
F 2.03984 1.03583 -0.52702  0.426
F 1.46855 -1.06787 -0.65310  3.297
F 0.57994 0.46171 -2.08776  0.672
C 6.08036 1.29541 -2.94855  -0.868
C 5.09793 0.34751 -2.93098  0.357
C 5.08535 -0.73774 -1.81894  -0.248
O 4.02959 -1.47756 -1.50769  0.045
C 6.05167 -0.82789 -0.91000  0.093
C 7.22182 0.07310 -0.87631  0.119
C 7.14594 1.29915 -1.87245  0.229
O 8.00219 2.19592 -1.79472  -0.679
O 8.20549 -0.13091 -0.13131  -0.660
O 4.23094 0.44439 -3.89315  -0.804
H 6.15431 2.09956 -3.66568  0.297
H 5.98709 -1.54508 -0.10510  0.036
C 1.63190 -2.79809 -3.57577  0.162
O 1.94296 -2.93270 -2.39886  -0.428
N 0.71674 -3.56044 -4.18399  -0.259
N 2.09940 -1.81028 -4.25010  -0.047
H 0.42397 -3.27329 -5.10699  0.161
H 0.32746 -4.35523 -3.69730  0.229
H 1.73246 -1.56349 -5.15814  0.215
H 2.72215 -1.07255 -3.95340  -0.223
C 0.63359 -1.02091 2.96369  -0.350
O 0.94479 -1.61575 1.97715  0.786
N 0.81490 -1.46899 4.16064  -0.350
N 0.17325 0.21451 2.95449  0.336
H 0.17153 -0.98581 4.77114  0.172
H 1.02272 -2.45363 4.24661  0.286
H 0.16045 0.73229 3.82158  -0.016
H -0.04452 0.63496 2.06236  -0.428
C 4.00666 -0.61982 1.85528  -0.276
O 3.45032 -1.52474 1.21576  -0.124
N 3.63563 0.57894 1.69062  0.452
N 4.97341 -0.69305 2.69623  -0.030
H 2.90812 0.78946 1.02240  -0.428
H 4.16566 1.34606 2.07881  0.079
H 5.18903 -1.63672 2.98445  0.231
H 5.30251 0.16950 3.10587  0.185
C 3.77488 4.42624 -2.96216  0.587
O 3.75418 4.42585 -4.14905  -0.878
N 4.85599 4.41128 -2.27349  -0.210
N 2.73271 4.15537 -2.26460  -0.001
H 5.72728 4.65105 -2.72456  0.275
H 4.87705 3.91560 -1.39374  0.098
H 2.84025 4.14850 -1.26035  0.334
H 1.86377 3.86950 -2.69274  0.067
C 0.61721 3.66419 3.39611  -0.735
C 0.27937 4.96804 4.05314  0.286
C -1.20237 5.29990 4.51681  -0.813
O -2.01110 5.07961 3.38107  -0.241
C -3.37322 4.73947 3.63290  -0.323
N 1.09965 5.09075 5.31454  -0.725
H -0.00757 3.47049 2.52421  0.225
H 0.33864 2.85471 4.07083  0.080
H 1.66669 3.70369 3.10431  0.136
H 0.66492 5.64190 3.28805  0.353
H -1.34187 6.31782 4.88080  0.344
H -1.44250 4.59641 5.31402  0.366
H -3.71725 4.22733 2.73432  -0.208
H -4.01715 5.59946 3.81698  0.331
H -3.54840 4.09122 4.49150  0.299
H 0.68810 4.39227 5.91690  0.279
H 0.84261 5.94258 5.79247  0.278
C -5.36985 -7.08957 4.14001  -1.315
C -5.18596 -5.54184 4.18652  0.129
C -3.74979 -4.98661 3.94227  -0.225
O -3.77935 -3.63029 4.10541  -0.470
C -2.58689 -2.89257 3.83266  -0.355
N -6.11634 -4.99882 3.19454  -0.735
H -5.21893 -7.39440 3.10445  0.342
H -6.32083 -7.36934 4.59329  0.333
H -4.63685 -7.63641 4.73311  0.367
H -5.58636 -5.00038 5.04361  0.325
H -3.41695 -5.30349 2.95388  0.056
H -3.13758 -5.50509 4.68013  0.342
H -2.32092 -2.85387 2.77632  -0.050
H -1.75019 -3.11976 4.49328  0.399
H -2.87710 -1.86442 4.04894  0.197
H -6.01725 -5.57065 2.36793  0.305
H -5.71833 -4.09802 2.97040  0.263
C -4.90158 -2.33015 0.19737  -1.423
C -4.07839 -2.13793 -1.07592  0.287
C -2.58343 -2.11856 -0.70534  -0.002
O -1.71216 -2.24484 -1.82963  -0.237
C -1.92534 -1.30411 -2.79616  -0.740
N -4.57464 -3.22747 -1.91502  -0.700
H -4.59732 -3.30538 0.57743  0.539
H -5.98588 -2.35758 0.08948  0.476
H -4.62218 -1.47805 0.81703  -0.105
H -4.25157 -1.15530 -1.51470  0.477
H -2.43575 -2.98866 -0.06565  0.118
H -2.24849 -1.30911 -0.05671  0.278
H -2.84905 -1.59303 -3.29753  0.434
H -1.06652 -1.28360 -3.46705  -0.068
H -2.11605 -0.35891 -2.28790  0.040
H -5.57196 -3.19128 -2.07038  0.278
H -4.21116 -3.20939 -2.85717  0.258
C -3.54752 3.85981 -5.12155  -1.458
C -2.12792 4.45770 -5.19999  0.246
C -1.64708 4.87252 -3.79421  -1.012
O -1.63466 3.74638 -3.02631  0.202
C -1.04728 3.90300 -1.73216  -0.653
N -1.31410 3.56493 -6.02145  -0.567
H -3.97358 3.78313 -6.12190  0.398
H -4.19768 4.47474 -4.49926  0.391
H -3.42317 2.87892 -4.66273  0.315
H -2.15792 5.41237 -5.72516  0.502
H -2.13757 5.69224 -3.26926  0.568
H -0.67860 5.36409 -3.88646  0.266
H 0.02483 4.09694 -1.76496  0.136
H -1.28434 2.98238 -1.19890  -0.263
H -1.61582 4.66840 -1.20395  0.612
H -0.35259 3.86198 -5.93568  0.085
H -1.58099 3.87958 -6.94333  0.326
C -5.40319 3.24969 0.18176  -1.623
C -3.98482 2.56495 0.09417  0.509
C -3.85068 1.29607 0.96491  0.437
O -3.83574 1.77487 2.32858  -0.307
C -3.28721 0.92347 3.31354  -0.468
N -3.87955 2.25397 -1.33821  -0.414
H -5.63781 3.31227 1.24437  0.343
H -6.21910 2.61302 -0.16036  0.376
H -5.37676 4.25456 -0.23970  0.405
H -3.17619 3.24207 0.36936  0.233
H -2.88340 0.81776 0.81100  -0.328
H -4.65768 0.57861 0.81617  0.212
H -2.39318 0.37228 3.02197  -0.046
H -3.98640 0.11316 3.52000  0.366
H -3.06758 1.51976 4.19915  0.362
H -3.71059 3.07853 -1.89648  0.165
H -3.09360 1.66977 -1.58537  -0.148
O 0.31125 -3.15699 -0.24900  2.069
H -0.15275 -3.94185 0.04244  -0.100
H -0.33886 -2.66690 -0.75239  -0.389
O 2.27284 -5.08088 -0.87034  -0.215
H 2.86157 -5.57715 -1.43898  0.094
H 1.55322 -5.68419 -0.68488  0.175
O 3.32970 3.29678 0.10461  -0.678
H 2.90921 2.46353 -0.10779  0.523
H 3.78820 3.13111 0.92836  0.339
O 4.38454 -3.91142 0.16143  -0.261
H 4.36028 -4.74099 0.63837  0.180
H 5.23179 -3.91538 -0.28397  0.219
O -1.47630 0.62475 -5.45801  -0.583
H -1.64307 1.56204 -5.55751  0.318
H -0.62637 0.48651 -5.87603  0.212
O 1.05280 2.48547 -3.93440  0.006
H 0.19365 2.81357 -4.19980  -0.028
H 0.87167 1.91567 -3.18690  -0.038
O 2.15526 -3.88580 1.65145  -0.135
H 2.72286 -3.80806 2.41827  0.268
H 1.34016 -4.25392 1.99254  -0.057

Forces on atoms 1 to 3 (eV/Å):
0.994 -0.202 2.902
1.591 2.663 -2.341
1.781 -0.898 -0.320


[4]
The following is a quantum chemistry calculation of a 2-piece molecular cluster, C2H6N4 overall in a non-equilibrium geometry, from the OMol25 dataset.

Output
Energy relative to the best compared isomer or geometry (same formula, charge and spin)   140.0 kcal per mole
HOMO level (spin up / spin down)   -8.81 / -8.33 eV
Orbital gap (spin up / spin down)   8.55 / 8.30 eV
LUMO energy (spin up / spin down)   -0.0095 / -0.0009 Eh
E_tot   -8126.02165 eV

Last column: natural (NBO) charge in e.
Geometry (Å):
C 2.14264 -0.04762 -0.41538  -0.458
C -1.14201 -0.63389 0.66028  0.647
N -1.10397 1.21979 -0.50215  -0.886
N -0.00366 -0.35671 0.19629  -0.113
N 1.14415 -0.10800 0.64723  -0.202
N -2.07600 -1.41884 0.78024  -0.672
H -1.50370 1.73572 0.28389  0.329
H -1.87381 0.88664 -1.08508  0.335
H -2.79473 -1.21852 1.46904  0.400
H 1.98893 0.86813 -0.99710  0.219
H 2.10112 -0.90421 -1.09794  0.194
H 3.12104 -0.02249 0.06068  0.208

Forces on atoms 1 to 3 (eV/Å):
0.034 -0.081 -0.105
-0.518 0.277 -0.703
-0.176 0.046 0.282